324
Properties=species:S:1:pos:R:3 method="wB97M-V/def2-TZVPD" homo_lumo_gap_ev=7.97 e_tot_ha=-9588.17405 homo_ha=-0.3002
O -6.321 -5.284 -0.596
P -5.595 -3.990 -0.558
N -6.474 -2.911 -1.385
C -6.553 -1.449 -1.158
C -7.415 -3.460 -2.405
N -4.050 -3.944 -1.216
C -3.925 -3.657 -2.658
C -3.063 -4.957 -0.801
N -5.406 -3.382 0.941
C -4.324 -2.677 1.769
C -6.678 -3.397 1.729
H -7.574 -1.149 -0.754
H -6.410 -0.896 -2.086
H -5.746 -1.274 -0.411
H -7.138 -3.148 -3.397
H -8.493 -3.194 -2.179
H -7.316 -4.508 -2.481
H -4.290 -4.448 -3.250
H -4.498 -2.692 -2.841
H -2.871 -3.362 -2.794
H -3.138 -5.836 -1.460
H -2.097 -4.534 -0.797
H -3.293 -5.295 0.208
H -4.618 -1.593 1.938
H -4.143 -3.256 2.688
H -3.462 -2.682 1.145
H -6.935 -2.313 1.955
H -6.579 -3.928 2.699
H -7.537 -3.802 1.224
O -3.893 6.203 1.650
P -3.201 6.958 0.627
N -3.571 6.456 -0.929
C -3.478 7.351 -2.092
C -4.181 5.138 -1.228
N -1.534 7.061 0.678
C -0.727 5.864 0.359
C -0.950 7.819 1.776
N -3.606 8.606 0.747
C -2.959 9.830 0.214
C -4.898 8.859 1.398
H -2.979 6.758 -2.853
H -2.725 8.120 -1.856
H -4.399 7.751 -2.515
H -5.216 5.388 -1.358
H -4.034 4.411 -0.367
H -3.847 4.716 -2.216
H -1.221 5.569 -0.565
H 0.356 6.022 0.343
H -0.918 5.149 1.155
H -0.921 7.241 2.730
H 0.097 8.092 1.446
H -1.505 8.754 1.884
H -3.595 10.344 -0.504
H -2.658 10.601 0.941
H -2.031 9.578 -0.307
H -4.799 9.514 2.295
H -5.334 7.915 1.768
H -5.608 9.398 0.654
O 5.453 -3.180 0.078
P 5.546 -4.385 0.985
N 5.587 -5.856 0.222
C 4.375 -6.573 -0.146
C 6.733 -5.890 -0.688
N 4.291 -4.560 2.064
C 4.378 -5.415 3.237
C 3.549 -3.309 2.299
N 7.011 -4.300 1.756
C 7.668 -3.068 2.064
C 7.576 -5.355 2.629
H 3.772 -6.054 -0.879
H 3.799 -6.763 0.736
H 4.726 -7.547 -0.501
H 7.068 -6.940 -0.851
H 7.537 -5.289 -0.333
H 6.484 -5.421 -1.717
H 4.885 -4.887 4.011
H 3.411 -5.772 3.612
H 4.991 -6.303 2.893
H 3.909 -2.577 2.939
H 3.466 -2.738 1.355
H 2.542 -3.567 2.615
H 7.096 -2.329 1.580
H 7.671 -2.797 3.083
H 8.678 -3.103 1.620
H 6.978 -6.280 2.566
H 7.560 -4.993 3.637
H 8.652 -5.643 2.385
O -0.513 0.027 -5.450
P -0.155 -1.130 -6.322
N -0.942 -1.324 -7.798
C -2.350 -1.849 -7.760
C -0.721 -0.251 -8.842
N -0.210 -2.469 -5.446
C 0.102 -3.771 -6.013
C -0.601 -2.307 -3.994
N 1.431 -0.901 -6.949
C 2.232 0.005 -6.137
C 2.067 -1.703 -7.979
H -3.042 -1.150 -8.110
H -2.625 -2.190 -6.747
H -2.433 -2.716 -8.465
H -1.300 0.647 -8.553
H -1.019 -0.553 -9.868
H 0.310 0.009 -8.885
H 0.149 -3.693 -7.133
H 0.914 -4.227 -5.525
H -0.717 -4.401 -5.785
H -1.273 -1.413 -3.975
H -1.094 -3.245 -3.731
H 0.316 -2.052 -3.414
H 2.943 0.408 -6.804
H 1.492 0.806 -5.866
H 2.697 -0.466 -5.310
H 1.383 -2.241 -8.610
H 2.609 -2.609 -7.555
H 2.705 -1.010 -8.527
O 2.557 4.689 -5.855
P 3.903 4.171 -6.119
N 3.795 3.481 -7.733
C 2.662 2.661 -8.149
C 5.026 3.334 -8.560
N 4.417 3.083 -5.034
C 5.482 2.122 -5.361
C 3.565 2.629 -3.923
N 5.124 5.263 -6.287
C 4.781 6.443 -7.021
C 6.025 5.576 -5.149
H 2.139 3.237 -9.000
H 1.937 2.554 -7.351
H 2.953 1.635 -8.363
H 5.239 2.215 -8.707
H 5.872 3.786 -7.981
H 5.061 3.658 -9.605
H 4.965 1.178 -5.314
H 5.913 2.295 -6.340
H 6.277 2.154 -4.631
H 2.973 1.698 -4.107
H 4.222 2.332 -3.087
H 2.939 3.495 -3.637
H 4.282 6.291 -7.905
H 4.111 7.066 -6.464
H 5.709 6.918 -7.207
H 6.202 4.678 -4.522
H 5.584 6.392 -4.520
H 6.980 5.901 -5.585
O 4.438 5.687 1.344
P 3.635 4.443 1.097
N 4.480 3.044 0.770
C 5.012 3.040 -0.634
C 5.482 2.522 1.737
N 2.609 4.741 -0.135
C 1.720 3.647 -0.609
C 2.755 5.898 -1.015
N 2.790 3.946 2.421
C 2.052 2.665 2.612
C 2.337 5.043 3.274
H 6.027 3.502 -0.750
H 4.271 3.633 -1.253
H 4.961 2.045 -1.098
H 6.183 3.287 2.132
H 5.966 1.663 1.308
H 4.931 2.138 2.619
H 0.693 3.772 -0.217
H 1.687 3.541 -1.680
H 2.134 2.715 -0.162
H 3.548 6.513 -0.607
H 3.155 5.531 -1.965
H 1.808 6.441 -1.104
H 2.550 2.076 3.380
H 1.012 2.798 2.960
H 2.159 2.084 1.741
H 2.570 4.815 4.310
H 1.215 5.172 3.223
H 2.890 5.922 2.894
O -3.093 1.961 3.575
P -4.464 2.459 3.754
N -5.491 2.218 2.466
C -5.291 2.891 1.193
C -6.100 0.879 2.306
N -4.407 4.055 4.068
C -3.176 4.620 4.614
C -5.564 4.948 3.900
N -5.330 1.600 4.981
C -4.563 1.357 6.211
C -6.727 1.994 5.274
H -6.247 3.439 1.042
H -5.029 2.233 0.369
H -4.479 3.606 1.363
H -6.906 0.921 1.640
H -6.449 0.455 3.238
H -5.474 0.128 1.893
H -2.420 3.869 4.749
H -2.743 5.300 3.848
H -3.478 5.207 5.489
H -6.064 5.284 4.836
H -5.155 5.872 3.490
H -6.381 4.540 3.276
H -4.789 2.111 6.961
H -4.803 0.442 6.726
H -3.497 1.407 5.954
H -7.138 2.242 4.355
H -6.720 2.813 5.920
H -7.294 1.173 5.714
O -0.280 -2.344 -0.813
P -0.389 -0.900 -0.321
N -0.271 -0.722 1.336
C -0.983 0.412 1.999
C 0.090 -1.799 2.270
N -1.657 -0.076 -0.934
C -1.792 1.381 -0.998
C -2.981 -0.673 -0.753
N 0.953 -0.015 -0.845
C 1.075 0.221 -2.227
C 2.218 -0.335 -0.197
H -0.601 1.318 1.539
H -0.689 0.391 3.033
H -2.096 0.331 1.997
H -0.331 -2.750 1.989
H -0.350 -1.586 3.266
H 1.142 -2.087 2.272
H -2.164 1.738 -1.923
H -2.369 1.869 -0.203
H -0.766 1.749 -0.970
H -2.833 -1.730 -0.605
H -3.508 -0.269 0.077
H -3.655 -0.507 -1.655
H 1.774 -0.506 -2.675
H 0.062 0.189 -2.756
H 1.484 1.245 -2.355
H 2.606 -1.378 -0.488
H 1.997 -0.242 0.889
H 2.970 0.378 -0.549
O -2.725 -4.968 6.860
P -3.311 -4.014 5.888
N -2.353 -2.647 5.593
C -1.689 -2.134 6.733
C -2.745 -1.636 4.581
N -4.755 -3.541 6.551
C -5.280 -4.222 7.730
C -5.801 -2.821 5.828
N -3.582 -4.616 4.328
C -4.643 -5.647 4.308
C -2.389 -4.984 3.592
H -2.165 -1.454 7.462
H -0.801 -1.638 6.452
H -1.392 -3.025 7.290
H -3.731 -1.204 4.705
H -2.726 -2.026 3.586
H -1.924 -0.867 4.571
H -5.487 -3.529 8.541
H -6.148 -4.785 7.457
H -4.522 -4.951 8.099
H -5.728 -3.030 4.774
H -6.752 -3.122 6.181
H -5.741 -1.769 5.942
H -5.634 -5.180 4.520
H -4.797 -6.007 3.275
H -4.492 -6.441 4.972
H -1.759 -5.744 4.079
H -1.842 -4.038 3.357
H -2.689 -5.465 2.603
C 6.267 -1.280 -2.349
N 5.118 -1.008 -3.299
O 4.201 -0.357 -2.835
O 5.125 -1.362 -4.438
H 6.596 -0.261 -2.056
H 6.993 -1.757 -3.016
H 5.902 -1.816 -1.539
C 2.799 -3.732 -1.962
N 3.348 -4.555 -3.131
O 4.364 -4.227 -3.668
O 2.616 -5.490 -3.472
H 2.338 -2.908 -2.441
H 3.619 -3.364 -1.353
H 2.143 -4.399 -1.401
C 1.451 -9.974 3.121
N 2.144 -8.685 3.191
O 2.622 -8.329 4.247
O 2.312 -8.116 2.140
H 2.223 -10.655 2.806
H 0.662 -9.805 2.411
H 1.142 -10.277 4.124
C 6.383 -0.603 5.105
N 5.164 0.087 4.767
O 4.864 1.020 5.486
O 4.609 -0.217 3.717
H 6.696 -0.288 6.126
H 7.184 -0.214 4.428
H 6.326 -1.691 4.919
C -0.129 3.565 -5.391
N -0.845 4.038 -4.103
O -0.210 4.016 -3.111
O -1.948 4.493 -4.243
H -0.699 4.026 -6.211
H -0.162 2.481 -5.365
H 0.934 3.893 -5.335
C 1.628 1.666 6.580
N 0.586 1.184 5.566
O 0.669 0.044 5.199
O -0.266 1.963 5.195
H 1.396 2.763 6.884
H 2.611 1.556 6.111
H 1.588 1.136 7.486
C 1.745 -2.877 6.237
N 3.200 -2.857 6.455
O 3.590 -1.971 7.241
O 3.949 -3.688 5.999
H 1.402 -1.927 5.785
H 1.299 -2.993 7.225
H 1.601 -3.773 5.654
C -3.021 1.486 -4.877
N -4.011 0.436 -4.441
O -3.736 -0.668 -4.901
O -4.746 0.608 -3.534
H -3.399 2.465 -4.620
H -2.752 1.257 -5.869
H -2.302 1.250 -4.132
C 0.201 -5.986 0.556
N 0.255 -6.089 2.059
O -0.407 -6.923 2.663
O 1.129 -5.370 2.566
H -0.701 -6.491 0.207
H 1.128 -6.432 0.268
H 0.193 -4.883 0.392

---

29
Properties=species:S:1:pos:R:3 method="wB97M-V/def2-TZVPD" homo_lumo_gap_ev=9.67 e_tot_ha=-1067.66298 relative_energy_ev=2.392 homo_ha=-0.3389 smiles="CCOC(=O)[C@@H]([C@H](O)CC)N(S)C=O"
C -1.117 -1.486 -0.783
C 0.841 0.946 -0.926
C -0.908 -1.151 3.279
C -0.090 1.615 -3.986
C 0.331 -1.056 2.365
C 1.131 1.518 -3.196
C 0.855 -0.268 0.047
C 0.352 0.159 1.410
N 0.271 -1.374 -0.589
O -2.015 -0.733 -0.551
O 0.691 2.088 -0.532
O 1.055 1.256 1.940
O 1.050 0.507 -2.132
S 1.181 -2.848 -0.690
H -1.256 -2.485 -1.009
H -1.665 -1.046 2.429
H -0.975 -0.216 3.848
H -0.937 -2.015 3.935
H -0.326 0.692 -4.619
H -0.866 2.077 -3.436
H 0.142 2.328 -4.751
H 1.287 -0.985 2.832
H 0.512 -1.915 1.612
H 1.158 2.403 -2.600
H 1.970 1.285 -3.853
H 2.033 -0.371 0.128
H -0.703 0.579 1.282
H 0.948 1.939 1.349
H 1.775 -2.749 0.571

---

96
Properties=species:S:1:pos:R:3 method="wB97M-V/def2-TZVPD" homo_lumo_gap_ev="6.78 / 6.80" e_tot_ha=-5878.13196 relative_energy_ev=0.000 charge=+1 homo_ha="-0.3626 / -0.3629" spin_multiplicity=6
Sm 0.117 -0.083 0.190
O -1.560 1.172 -3.557
C -1.005 0.308 -2.764
O -1.463 0.012 -1.667
C 0.342 -0.227 -3.163
C 0.883 -0.305 -4.433
C 2.207 -0.724 -4.543
C 2.955 -0.945 -3.402
C 2.337 -0.803 -2.161
N 1.042 -0.533 -2.067
C 3.029 -0.753 -0.810
O 4.329 -1.017 -0.742
O 2.352 -0.792 0.214
H -2.286 1.701 -3.060
H 0.294 -0.057 -5.302
H 2.663 -0.836 -5.517
H 3.997 -1.213 -3.482
H 4.800 -0.703 -1.524
C 1.071 -4.532 3.590
C 1.682 -3.463 2.676
C 1.726 -3.901 1.236
C 2.731 -4.771 0.832
C 2.831 -5.193 -0.480
C 1.901 -4.766 -1.412
C 0.884 -3.897 -1.048
C -0.196 -3.532 -2.034
C -1.271 -4.624 -2.061
C 0.815 -3.438 0.275
N -0.132 -2.438 0.598
C -1.087 -2.691 1.439
C -2.020 -1.706 1.829
C -3.186 -1.904 2.582
C -3.863 -0.694 2.584
C -3.078 0.189 1.845
N -1.952 -0.391 1.386
H 1.050 -4.186 4.623
H 1.656 -5.450 3.552
H 0.053 -4.779 3.294
H 2.701 -3.276 3.018
H 1.122 -2.529 2.775
H 3.452 -5.114 1.560
H 3.629 -5.859 -0.772
H 1.967 -5.111 -2.436
H 0.237 -3.427 -3.034
H -0.661 -2.582 -1.746
H -0.837 -5.576 -2.362
H -2.062 -4.363 -2.762
H -1.710 -4.755 -1.074
H -1.249 -3.702 1.824
H -3.482 -2.827 3.050
H -4.804 -0.477 3.056
H -3.304 1.224 1.624
Se -0.647 1.957 2.621
N 0.830 1.094 2.200
C 1.874 1.854 2.567
C 3.235 1.523 2.407
C 4.169 2.399 2.882
C 3.812 3.626 3.491
C 2.507 3.999 3.622
C 1.509 3.108 3.177
N 0.196 3.321 3.280
H 3.511 0.603 1.911
H 5.218 2.161 2.788
H 4.594 4.282 3.842
H 2.208 4.944 4.045
O 3.282 1.237 -1.345
C 2.257 1.970 -1.372
O 1.217 1.756 -0.695
C 2.283 3.114 -2.335
C 3.496 3.681 -2.713
C 3.523 4.691 -3.658
C 2.343 5.128 -4.241
C 1.132 4.568 -3.862
C 1.097 3.571 -2.901
H 4.407 3.321 -2.258
H 4.465 5.138 -3.938
H 2.368 5.905 -4.991
H 0.213 4.916 -4.312
H 0.156 3.135 -2.593
C -5.154 6.003 -0.237
C -4.575 4.842 -0.958
C -5.017 4.365 -2.166
C -4.326 3.288 -2.759
N -3.254 2.755 -2.201
C -2.803 3.222 -1.020
S -1.384 2.713 -0.308
N -3.516 4.226 -0.397
C -4.784 2.727 -4.057
H -5.946 6.469 -0.814
H -4.372 6.739 -0.047
H -5.555 5.694 0.729
H -5.860 4.814 -2.663
H -3.146 4.548 0.490
H -5.479 3.404 -4.547
H -5.297 1.780 -3.879
H -3.939 2.525 -4.712

---

29
Properties=species:S:1:pos:R:3 method="wB97M-V/def2-TZVPD" homo_lumo_gap_ev=5.89 e_tot_ha=-1768.46314 homo_ha=-0.2657
C 0.740 0.912 1.208
C 0.598 0.115 0.311
S 0.415 -0.884 -0.980
C -0.355 0.136 -2.277
C -1.723 -0.387 -2.696
C -2.685 -0.645 -1.540
N -3.499 -1.833 -1.842
P 2.473 -1.305 -1.648
O 2.734 -2.726 -0.968
O 2.357 -1.562 -3.219
S 3.698 0.048 -1.218
H 0.766 1.812 1.831
H -0.399 1.149 -1.885
H 0.325 0.188 -3.127
H -1.578 -1.333 -3.220
H -2.122 0.334 -3.404
H -2.177 -0.771 -0.577
H -3.388 0.176 -1.422
H -3.991 -2.138 -1.010
H -2.890 -2.604 -2.092
H 1.907 -3.228 -0.889
H 1.967 -2.426 -3.428
C 0.885 2.506 5.517
C 1.111 2.306 4.014
O 2.012 1.514 3.660
O 0.354 2.963 3.247
H 1.577 1.901 6.101
H 1.027 3.556 5.775
H -0.137 2.224 5.777

---

8
Properties=species:S:1:pos:R:3 method="wB97M-V/def2-TZVPD" homo_lumo_gap_ev="8.34 / 8.34" e_tot_ha=-526.01195 relative_energy_ev=5.088 homo_ha="-0.2899 / -0.2899" smiles=O1[C@H]2O[C@@H]12.I
C -1.677 0.495 -0.060
C -0.241 -0.653 0.338
O -1.564 -0.831 -0.030
O -0.309 0.674 0.209
I 3.800 0.003 0.027
H -2.536 1.259 0.038
H 2.599 0.864 -0.713
H 0.662 -1.233 -0.088